Molecular formula: C9H10Si
Method: DFT, ωB97M-V/def2-TZVPD

The structure (SMILES) is CC#C[SiH](C#CC)C#CC. The LUMO energy comes out at 0.02814 hartree. For the electronic energy, the calculation gives -638.2449 a.u. Its net charge is 0. As for the relative energy (zero: lowest compared OMol25 entry of this formula, charge and spin): 81.0 kcal/mol. The value obtained for the highest occupied orbital energy is -9.41 eV.

Geometry (Å):
C (1.194, 2.014, 1.066)
H (2.063, -2.793, -3.035)
H (2.424, 3.735, 1.594)
H (-1.725, 1.833, -1.419)
C (1.003, -0.950, -2.421)
C (-2.646, -1.094, 0.871)
C (-2.042, -0.141, 0.415)
C (2.075, -1.762, -2.987)
C (0.120, -0.335, -1.874)
C (2.258, 2.634, 1.840)
C (-3.406, -1.812, 1.857)
H (2.930, -1.324, -2.523)
C (0.366, 1.617, 0.285)
H (3.099, 2.028, 1.583)
H (-2.703, -2.312, 2.649)
H (1.922, 2.629, 2.933)
Si (-0.914, 0.820, -0.677)
H (2.102, -1.478, -4.007)
H (-4.305, -2.343, 1.399)
H (-3.813, -0.965, 2.451)